14
Properties=species:S:1:pos:R:3:lowdin_charge:R:1 method="wB97M-V/def2-TZVPD" homo_energy_ev=-13.203 fmax_ev_per_a=4.69 multiplicity=1 total_charge=+1 de_lowest_kj_mol=163.63
C -0.47964 0.66363 0.19644 -0.16
C -1.85888 0.85103 0.05273 -0.43
C 0.13332 -1.59556 0.32063 0.16
C 1.75701 -0.04067 -0.31340 -0.02
N 0.40235 -0.38723 0.05127 -0.20
S -3.12408 -0.32540 -0.13282 0.83
H 0.14616 1.58467 0.17640 0.13
H -4.12053 0.55133 0.04034 -0.10
H -2.37389 1.78674 0.40589 0.10
H -0.86437 -2.06504 0.54051 0.13
H 0.98768 -2.28580 0.16987 0.14
H 2.48437 -0.06024 0.55800 0.14
H 2.11895 -0.54370 -1.33090 0.16
H 1.79074 1.09080 -0.63386 0.13